ORCA calculation (ωB97M-V/def2-TZVPD) on one molecule with the formula C19H19BClF3N2O4 at a distorted geometry.

Last column: Mulliken charge in e.
CARTESIAN COORDINATES (ANGSTROEM)
O (0.5636, -1.3612, 3.2177)  -0.5954
C (1.2220, -1.6041, 2.2570)  0.3537
C (2.6357, -0.9357, 2.3276)  -1.0773
C (2.6706, 0.4161, 1.8500)  0.8458
C (1.8808, 1.3856, 2.4639)  -0.7632
C (2.0306, 2.7116, 2.0550)  -0.6718
C (2.8128, 3.0950, 0.9994)  0.0688
Cl (2.6781, 4.7034, 0.4256)  -0.2267
C (3.6266, 2.1125, 0.4407)  -0.5425
C (3.5868, 0.8205, 0.8800)  0.3016
B (4.5979, -0.2344, 0.3473)  0.8743
O (4.1326, -1.0022, -0.7877)  -0.6206
O (5.8397, -0.2617, 0.8863)  -0.7522
N (0.8563, -2.3283, 1.1441)  0.1170
C (1.5020, -2.0260, -0.1355)  -0.9606
C (0.8409, -0.8416, -0.8606)  -0.1657
C (-0.7581, -0.8525, -0.8224)  0.4100
O (-1.1482, 0.4470, -1.0650)  -0.4567
C (-2.4958, 0.5325, -1.4252)  0.6585
C (-3.0236, 1.8218, -1.5096)  -0.7333
C (-4.3931, 1.9546, -1.8040)  -0.3925
C (-5.1697, 0.8053, -1.9286)  -0.0814
C (-6.4918, 0.9717, -2.6340)  0.8819
F (-7.1622, 1.5931, -1.6834)  -0.2215
F (-7.0188, -0.2236, -2.9740)  -0.2708
F (-6.3485, 1.6828, -3.8240)  -0.2472
C (-4.5621, -0.4087, -1.7550)  -0.5041
N (-3.2659, -0.5688, -1.5560)  -0.3885
C (-1.2302, -1.2812, 0.5437)  -0.7033
C (-0.6064, -2.6508, 0.8904)  -1.1019
H (3.0823, -1.1750, 3.3228)  0.6058
H (3.3244, -1.5419, 1.6545)  0.1065
H (1.2203, 1.1648, 3.2800)  0.5351
H (1.2883, 3.3993, 2.4419)  0.3647
H (4.3682, 2.3581, -0.3283)  0.4023
H (4.8905, -1.6248, -0.9053)  0.2606
H (6.2357, 0.1627, 1.7080)  0.3688
H (2.5385, -1.8918, -0.0436)  0.2573
H (1.4646, -2.9747, -0.7200)  0.4580
H (1.2156, 0.0917, -0.5281)  -0.0690
H (1.0210, -0.9385, -1.9520)  0.4180
H (-1.2247, -1.4863, -1.6614)  0.3767
H (-2.3262, 2.6726, -1.5827)  0.3833
H (-4.7815, 2.8573, -2.1807)  0.4042
H (-5.0471, -1.2979, -2.1403)  0.4424
H (-0.9096, -0.4901, 1.2841)  0.1733
H (-2.2806, -1.3681, 0.4722)  0.5949
H (-0.8249, -3.3141, 0.1140)  0.5031
H (-1.0574, -3.0761, 1.8011)  0.3797

Cartesian forces, eV/Å:
-2.4 -0.4 1.6
1.9 0.6 -1.0
1.3 -4.8 -1.1
-0.3 2.4 0.8
1.1 0.7 -0.7
-2.1 -0.2 0.4
0.2 -1.1 0.1
0.3 0.4 -0.3
0.9 1.4 -0.9
-0.5 -0.9 0.4
-1.3 0.8 -1.0
3.3 0.3 2.1
1.7 -0.7 0.6
-0.6 -0.5 -0.6
-1.4 -1.2 -0.6
-1.8 -1.8 -1.9
2.2 -2.0 -0.3
-2.6 1.3 -1.3
-0.2 -0.1 1.4
-0.5 0.6 -0.9
1.9 -1.3 0.0
1.0 0.4 -1.3
2.8 -1.2 0.1
-2.7 1.0 -0.8
-0.6 0.9 0.2
-0.9 -0.4 1.9
0.1 -0.5 -1.8
1.7 1.0 0.8
0.9 -0.1 0.5
0.5 2.8 3.0
-0.8 0.7 -0.4
-0.6 0.5 0.7
-0.3 -0.3 0.1
0.3 0.3 0.2
-0.4 0.2 0.2
-0.8 0.2 -0.6
-1.7 -0.6 -1.9
0.9 0.5 0.4
-0.4 0.7 0.1
0.2 1.0 0.5
0.5 0.3 0.6
1.1 0.4 1.4
-0.5 -0.5 0.4
-0.4 1.2 0.1
-0.4 -0.2 0.6
-0.6 -0.9 -0.6
-1.3 0.0 0.4
0.6 -1.3 -1.4
0.3 0.3 -0.2

Calculated values
Largest force on an atom = 5.08 eV Å⁻¹
Calculated total energy = -1930.6069 hartree
SMILES = O=C(Cc1ccc(Cl)cc1B(O)O)N1CCC(Oc2ccc(C(F)(F)F)cn2)CC1
Gap between HOMO and LUMO = 9.02 eV
Energy relative to the best compared isomer or geometry (same formula, charge and spin) = 22.7 kcal per mole
HOMO level = -8.8523 eV

ORCA calculation (ωB97M-V/def2-TZVPD) on C19H19BI2N6OReSbSe4 as an isolated structure at a distorted geometry.

Last column: Mulliken charge in e.
CARTESIAN COORDINATES (ANGSTROEM)
Re (0.0247, 0.2087, -0.7014)  0.3829
I (-0.4934, -5.4588, 4.5030)  0.0331
C (-0.7047, -3.7692, 3.2876)  -0.2768
C (-1.7880, -3.6748, 2.4354)  -0.4406
C (-1.9103, -2.5563, 1.6198)  0.0018
I (-3.6258, -2.3866, 0.4548)  0.0208
C (-0.9609, -1.5285, 1.6242)  -0.2268
O (-1.0427, -0.4428, 0.8611)  -0.4464
C (0.0916, -1.6274, 2.5544)  0.6171
C (1.0233, -0.4577, 2.7141)  -0.6494
N (1.7065, -0.1309, 1.4755)  0.1367
C (2.3107, 1.1895, 1.4775)  -0.6564
C (1.2370, 2.2267, 1.4202)  0.7740
C (1.2409, 3.3461, 2.2414)  -1.0188
C (0.1836, 4.2352, 2.1983)  -0.3109
C (-0.8730, 3.9736, 1.3380)  -0.7734
C (-0.8020, 2.8522, 0.5392)  -0.1092
N (0.2374, 2.0012, 0.5602)  0.2245
C (0.2254, -2.7447, 3.3601)  -0.7257
H (-2.5375, -4.4521, 2.4006)  0.3609
H (0.4238, 0.4098, 3.0107)  0.2988
H (1.7260, -0.6548, 3.5358)  0.4457
H (2.4243, -0.8215, 1.2760)  0.0971
H (2.9778, 1.3729, 2.3263)  0.3622
H (2.9236, 1.2832, 0.5770)  0.0215
H (2.0704, 3.4933, 2.9194)  0.4636
H (0.1742, 5.1080, 2.8383)  0.4051
H (-1.7383, 4.6181, 1.2827)  0.4269
H (-1.5995, 2.5970, -0.1498)  0.3351
H (1.0586, -2.8026, 4.0491)  0.3908
B (-2.7409, 0.1138, -2.2257)  0.1556
N (-1.8247, 1.2070, -2.8491)  0.1119
C (-1.9478, 2.0216, -3.8941)  -0.1830
C (-0.7732, 2.7472, -4.0376)  -1.1642
C (0.0420, 2.3014, -3.0061)  -0.2599
N (-0.6035, 1.3662, -2.2958)  -0.0309
N (-1.9599, -1.2163, -2.3823)  0.1849
C (-2.2671, -2.3346, -3.0426)  -0.3068
C (-1.2674, -3.2679, -2.8319)  -1.1143
C (-0.3540, -2.6203, -2.0057)  -0.1303
N (-0.7760, -1.3816, -1.7429)  0.2699
H (-3.7926, 0.0574, -2.8083)  -0.1646
H (-2.8439, 0.3816, -1.0486)  -0.0496
H (-2.8653, 2.0375, -4.4583)  0.4400
H (-0.5406, 3.4853, -4.7844)  0.4035
H (1.0527, 2.5647, -2.7447)  0.5660
H (-3.1887, -2.3974, -3.5969)  0.4265
H (-1.2104, -4.2707, -3.2166)  0.4176
H (0.5916, -2.9537, -1.6109)  0.5295
Se (5.6533, 1.3591, -1.5207)  -0.5929
Sb (5.1580, -0.7304, -0.4838)  0.8503
Se (2.1001, -0.2159, -1.6242)  -0.3864
Se (5.1085, -2.7750, -1.6988)  -0.5529
Se (5.2664, -0.8859, 1.8803)  -0.5842

Cartesian forces, eV/Å:
2.2 0.5 0.7
0.0 0.0 0.0
0.0 -0.1 0.0
0.1 0.1 0.0
-0.1 0.0 -0.1
0.0 0.0 0.0
0.2 0.1 -0.1
-0.7 -0.1 0.3
0.1 -0.1 0.0
0.0 0.0 0.2
-0.3 -0.1 -0.2
0.2 0.1 0.0
0.1 -0.1 0.1
0.0 0.1 0.0
0.0 0.0 0.0
0.0 0.0 0.0
0.0 -0.1 -0.2
-0.2 0.0 -0.1
0.0 0.1 0.0
0.0 0.0 0.0
0.0 0.0 0.0
0.0 0.0 -0.1
0.1 0.0 0.0
-0.1 -0.1 0.1
0.1 0.0 0.0
0.0 0.0 0.0
0.0 0.0 0.0
0.0 0.0 0.0
0.0 0.1 0.0
0.0 0.0 0.0
0.0 0.0 0.0
0.2 -0.1 -0.1
-0.1 0.0 0.0
0.0 0.0 0.0
0.0 0.0 0.1
-0.5 0.1 -0.3
0.1 0.1 0.0
0.0 0.0 0.0
0.0 0.0 0.0
0.0 0.1 0.1
-0.5 -0.7 -0.4
0.0 0.0 -0.1
-0.1 0.0 0.0
0.0 0.0 0.0
0.0 0.0 0.0
0.0 0.0 0.0
0.0 0.0 0.0
0.0 0.0 0.0
0.0 0.0 0.0
-0.1 0.0 0.1
0.3 -0.2 -0.5
-0.9 0.2 0.2
0.0 0.1 0.0
-0.2 0.0 0.3

Calculated values
Largest force on an atom = 2.32 eV Å⁻¹
⟨S²⟩ = 0.773
Spin multiplicity = 2
Calculated total energy = -11683.8973 hartree
Net charge = -1
Gap between HOMO and LUMO (alpha / beta) = 5.90 / 6.31 eV
Energy relative to the best compared isomer or geometry (same formula, charge and spin) = 22.1 kcal per mole
HOMO level (alpha / beta) = -4.5143 / -4.7417 eV

ORCA calculation (ωB97M-V/def2-TZVPD) on C19H19BrN5NdO4 as an isolated structure at a distorted geometry.

Last column: Mulliken charge in e.
CARTESIAN COORDINATES (ANGSTROEM)
Nd (-0.6648, -0.8578, 0.4154)  1.1018
N (0.5363, -3.3820, 0.1309)  -0.4526
C (-0.0972, -3.9273, 1.3639)  -0.7271
C (-0.5302, -2.6471, 2.0506)  0.9699
O (0.3850, -1.8653, 2.3989)  -0.5883
O (-1.7317, -2.2578, 1.9212)  -0.6460
H (0.6460, -4.1058, -0.5685)  0.2559
H (1.4657, -3.0433, 0.3701)  0.2145
H (0.5772, -4.5095, 1.9922)  0.3826
H (-0.9685, -4.5180, 1.0958)  0.3201
Br (-2.6748, -2.9205, -0.9321)  -0.1881
C (-2.6996, -2.1828, -2.6945)  0.8028
C (-3.5583, -2.7627, -3.5770)  -0.7739
C (-3.6189, -2.2636, -4.8968)  -0.4365
C (-2.8187, -1.2223, -5.2613)  -0.9363
C (-1.9243, -0.6245, -4.3376)  0.9657
C (-1.0896, 0.4518, -4.7377)  -0.7678
C (-0.2263, 1.0146, -3.8487)  -1.1713
C (-0.1724, 0.5319, -2.5174)  -0.1920
C (-0.9517, -0.4962, -2.0421)  -0.3564
C (-1.8396, -1.0921, -2.9971)  0.6592
H (-4.1847, -3.5896, -3.2717)  0.3998
H (-4.3003, -2.7152, -5.6060)  0.3762
H (-2.8523, -0.8319, -6.2721)  0.3408
H (-1.1555, 0.8113, -5.7583)  0.3485
H (0.4205, 1.8281, -4.1562)  0.3945
H (0.5422, 1.0238, -1.8548)  0.2241
O (3.5841, 0.7899, 0.8274)  -0.7848
C (2.3702, 0.6573, 0.9918)  0.2902
O (1.6099, -0.2102, 0.4720)  -0.5139
C (1.6562, 1.7361, 1.8341)  -0.3324
N (2.6760, 2.7970, 2.1539)  0.0791
C (2.8976, 2.8059, 3.6416)  -0.7186
C (2.3556, 1.4615, 4.1049)  -0.7593
C (1.1467, 1.2549, 3.1896)  -0.2794
H (0.8877, 2.1703, 1.2001)  0.1917
H (2.3378, 3.7123, 1.8440)  0.4640
H (3.5081, 2.4476, 1.6356)  0.4771
H (2.3110, 3.6281, 4.0459)  0.3129
H (3.9506, 2.9732, 3.8514)  0.4055
H (2.0881, 1.4818, 5.1590)  0.4173
H (3.0916, 0.6715, 3.9463)  0.3353
H (0.3158, 1.8790, 3.5212)  0.3767
H (0.8145, 0.2171, 3.1520)  0.1701
N (0.8163, 4.5403, 2.0548)  -0.7264
C (-0.2301, 4.0669, 1.8760)  0.7365
N (-1.4162, 3.5476, 1.6716)  -0.8152
C (-1.5688, 2.3250, 1.3539)  0.7728
N (-1.7161, 1.2010, 1.0636)  -0.6193

Cartesian forces, eV/Å:
0.3 1.5 -2.0
0.1 0.0 0.5
0.1 -0.1 0.0
-0.2 -1.1 1.4
0.0 -0.2 0.2
0.2 -0.6 0.2
-0.2 0.1 -0.1
0.0 0.0 0.0
0.1 0.0 -0.1
0.0 0.0 0.0
0.0 0.3 0.0
0.0 0.0 0.0
0.0 0.1 -0.2
0.0 0.0 0.1
0.0 0.0 0.0
0.0 0.1 -0.1
-0.1 0.0 0.0
0.0 0.0 0.0
0.1 0.2 0.0
-0.2 -0.4 0.0
-0.1 0.0 -0.1
0.0 0.0 0.0
0.0 0.0 0.0
0.0 0.0 0.0
0.0 0.0 0.0
0.0 0.0 0.0
0.0 0.0 0.0
-0.1 -0.1 0.1
0.3 0.4 -0.3
-0.4 0.0 0.1
0.2 0.0 0.0
0.6 -1.0 0.1
0.0 -0.1 -0.1
0.0 0.0 -0.1
0.0 -0.1 0.0
0.1 0.0 0.0
-0.1 0.2 0.0
0.0 0.1 0.1
0.0 0.0 -0.1
0.0 0.0 0.0
0.0 0.0 0.0
0.0 0.0 0.0
0.0 0.0 0.0
0.0 0.1 0.0
-0.8 0.6 0.0
-0.2 -0.1 -0.1
0.0 0.8 0.2
0.3 -0.5 -0.1
-0.2 0.4 0.1

Calculated values
Largest force on an atom = 2.52 eV Å⁻¹
⟨S²⟩ = 3.755
Spin multiplicity = 4
Calculated total energy = -4445.6992 hartree
Gap between HOMO and LUMO (alpha / beta) = 8.30 / 8.31 eV
Energy relative to the best compared isomer or geometry (same formula, charge and spin) = 0.0 kcal per mole
HOMO level (alpha / beta) = -7.9236 / -7.9340 eV

ORCA calculation (ωB97M-V/def2-TZVPD) on C19H19BrN5PtS2 as an isolated structure at a distorted geometry.

Last column: Mulliken charge in e.
CARTESIAN COORDINATES (ANGSTROEM)
Pt (0.6617, -0.0548, -0.0427)  0.5009
C (-1.6568, 2.5819, 0.0788)  -1.0470
C (-0.2146, 2.9561, 0.0043)  1.2670
C (0.0138, 4.3518, 0.0595)  -0.8289
C (1.2628, 4.8634, 0.0371)  -0.8569
C (2.3489, 3.9821, -0.0676)  1.3015
C (3.6753, 4.4654, -0.1061)  -0.9171
C (4.7154, 3.5962, -0.2513)  -0.6199
C (4.4565, 2.2216, -0.3542)  -0.5709
C (3.1737, 1.7339, -0.2973)  0.9384
S (2.8685, 0.0365, -0.4440)  -0.7158
C (2.0805, 2.5996, -0.1488)  -0.7367
N (0.7779, 2.0651, -0.0921)  -0.1667
H (-2.2648, 3.4813, 0.0360)  0.4450
H (-1.8694, 2.0835, 1.0219)  0.1861
H (-1.9442, 1.9426, -0.7453)  0.1633
H (-0.8478, 5.0002, 0.1257)  0.3480
H (1.4370, 5.9318, 0.0879)  0.4348
H (3.8411, 5.5314, -0.0196)  0.3771
H (5.7353, 3.9548, -0.2869)  0.4015
H (5.2769, 1.5258, -0.4800)  0.4249
Br (-1.1353, -0.3312, 2.5361)  0.0097
C (-2.1670, -0.4023, 0.9784)  0.1950
C (-3.5492, -0.4244, 1.0429)  -0.6495
C (-4.2432, -0.4367, -0.1544)  -0.3300
C (-3.5396, -0.4604, -1.3516)  -0.7258
C (-2.1630, -0.4498, -1.3118)  -0.4320
N (-1.4800, -0.3913, -0.1637)  -0.0129
H (-4.0530, -0.4240, 1.9983)  0.5257
H (-5.3256, -0.4398, -0.1523)  0.5034
H (-4.0486, -0.4882, -2.3045)  0.4869
H (-1.5628, -0.5000, -2.2111)  0.4735
C (-2.2548, -5.2280, 0.1985)  -0.9622
C (-1.0799, -5.1024, -0.7752)  -0.5120
C (-0.0920, -4.0753, -0.3106)  0.2675
N (-0.2787, -2.8147, -0.4070)  -0.3732
N (0.7528, -2.0628, 0.1473)  0.2362
C (1.7045, -2.8250, 0.6724)  0.6369
N (2.7684, -2.3957, 1.3558)  -0.3696
S (1.3818, -4.5026, 0.4926)  -0.1755
H (-2.9664, -5.9707, -0.1602)  0.3564
H (-2.7707, -4.2724, 0.2977)  0.2163
H (-1.9141, -5.5362, 1.1881)  0.3275
H (-1.4329, -4.8036, -1.7619)  0.2505
H (-0.5750, -6.0629, -0.8825)  0.3685
H (2.9978, -1.4067, 1.3296)  0.1239
H (3.4990, -3.0429, 1.5938)  0.2365

Cartesian forces, eV/Å:
-0.1 0.6 -0.9
0.0 -0.2 0.0
0.2 0.0 0.0
-0.1 0.0 0.0
0.1 0.2 0.0
0.1 0.0 0.0
-0.1 0.0 0.0
0.1 -0.1 0.0
0.1 0.1 0.0
0.0 -0.1 0.0
0.3 -0.3 0.0
-0.3 -0.1 0.0
0.0 0.7 0.0
0.0 0.0 0.0
0.0 -0.1 0.0
-0.1 -0.1 -0.1
0.0 0.0 0.0
0.0 0.0 0.0
0.0 0.0 0.0
0.0 0.0 0.0
0.0 0.0 0.0
-0.2 0.0 0.6
0.0 -0.1 -0.2
0.0 -0.1 -0.1
0.0 0.0 0.0
-0.1 -0.1 0.0
0.2 -0.2 -0.2
-0.1 0.5 0.8
0.0 0.0 0.0
0.0 0.0 0.0
0.0 0.0 0.0
0.0 0.1 0.0
0.0 0.0 0.0
0.0 0.1 0.1
-0.2 0.0 0.0
0.3 0.3 -0.1
0.0 -1.1 -0.3
-0.3 0.3 0.2
0.0 0.1 0.1
0.1 -0.2 0.0
0.0 0.0 0.0
0.0 0.0 0.0
0.0 0.0 0.0
0.0 0.0 0.0
0.0 0.0 0.0
0.0 -0.1 -0.1
0.0 0.0 0.0

Calculated values
Largest force on an atom = 1.09 eV Å⁻¹
Calculated total energy = -4498.7908 hartree
Net charge = +1
Gap between HOMO and LUMO = 7.29 eV
Energy relative to the best compared isomer or geometry (same formula, charge and spin) = 0.0 kcal per mole
HOMO level = -10.1080 eV